Entry 1:
{
  "formula": "C6H14N2O2",
  "method": "ωB97M-V/def2-TZVPD",
  "elements": ["C", "C", "C", "O", "N", "H", "H", "H", "H", "H", "H", "H", "C", "C", "C", "O", "N", "H", "H", "H", "H", "H", "H", "H"],
  "coordinates": [[-0.204500, -2.189436, -0.816501], [2.810908, -0.887628, 1.082817], [0.779464, -2.154393, 0.293696], [0.968435, -2.914456, 1.193531], [1.669276, -0.995130, 0.235318], [-0.706131, -1.233627, -1.005533], [1.716675, -0.418159, -0.615478], [2.954658, 0.161802, 1.326266], [0.259617, -2.637781, -1.692956], [-1.140429, -2.693774, -0.553254], [2.660160, -1.584141, 1.914629], [3.671760, -1.431643, 0.652302], [-2.592233, 1.540268, 1.001349], [0.411214, 1.698402, -1.288123], [-1.005525, 1.896307, -0.810703], [-1.902821, 2.197131, -1.560909], [-1.207455, 1.707244, 0.535420], [-0.459941, 1.277268, 1.060308], [-3.192163, 1.150659, 0.186008], [0.728257, 2.624218, -1.791065], [-2.589507, 0.949124, 1.915082], [-2.966829, 2.508443, 1.333805], [1.225967, 1.736183, -0.549606], [0.501627, 0.913648, -2.035279]],
  "forces_ev_per_a": [[-1.52, 0.10, 0.19], [-0.72, -1.20, 0.59], [-0.46, 0.38, 0.00], [0.06, 0.03, -0.12], [1.20, -0.20, -0.44], [1.07, 0.49, -0.34], [-0.60, -0.03, 0.23], [0.55, -0.06, -0.03], [-0.19, 0.13, -0.19], [0.71, -0.95, 0.24], [-0.34, 0.59, 0.45], [0.16, 0.72, -0.59], [0.67, 0.82, 0.65], [1.16, 1.54, -0.38], [0.02, -0.19, 0.79], [0.09, -0.12, -0.18], [-0.16, -0.60, -0.46], [-0.18, 0.22, 0.00], [-0.18, -0.12, 0.19], [-0.56, -0.20, -0.45], [-0.06, -0.43, -0.27], [-0.25, 0.05, -0.36], [-0.44, -0.80, 0.44], [-0.04, -0.17, 0.06]],
  "charge": 1,
  "lumo_ev": [-3.76, -9.07],
  "e_homo_ev": [-13.0144, -12.9608],
  "gap_ev": [9.250, 3.887],
  "de_lowest_kcal_mol": 41.7,
  "spin_multiplicity": 2
}

Entry 2:
{
  "formula": "C6H14P2",
  "method": "ωB97M-V/def2-TZVPD",
  "elements": ["C", "C", "C", "C", "C", "C", "P", "P", "H", "H", "H", "H", "H", "H", "H", "H", "H", "H", "H", "H", "H", "H"],
  "coordinates": [[-0.047068, 0.777861, 0.748735], [-0.078020, 0.732765, -0.847383], [2.909037, 1.303506, -0.128542], [1.735997, -1.648308, -0.036465], [-2.806305, 1.120784, 0.102069], [-1.958891, -1.778820, 0.042942], [1.484750, 0.197403, 0.032455], [-1.446663, -0.047645, -0.017538], [-0.220085, 2.005376, 1.638675], [-0.142011, 1.468233, -1.620404], [3.743659, 0.774392, -0.647573], [3.361814, 1.644618, 0.845090], [2.809459, 2.323065, -0.638798], [0.921033, -2.023972, -0.671418], [1.809068, -2.244744, 0.956336], [2.613270, -1.728335, -0.579730], [-3.553109, 0.701684, 0.746457], [-3.088980, 1.277985, -0.954062], [-2.349543, 2.061311, 0.407684], [-2.732620, -1.762926, 0.828196], [-1.199543, -2.400866, 0.379737], [-2.288584, -1.931724, -0.991528]],
  "forces_ev_per_a": [[-0.26, 4.07, 2.83], [0.95, -1.08, 0.70], [1.44, 1.56, 0.17], [-1.53, 0.33, 2.01], [1.25, -0.03, -1.55], [-0.94, 2.20, -0.19], [-1.93, -0.68, -0.56], [1.15, 0.67, 0.72], [0.64, -4.01, -2.83], [0.04, 0.60, -0.18], [-0.80, 0.06, 0.21], [-0.76, -0.86, -0.40], [-0.70, -1.62, 0.27], [0.23, 0.07, 0.31], [-0.12, 1.43, -1.54], [1.98, -0.57, -1.05], [-0.64, 0.16, 0.21], [-0.67, -0.14, 0.51], [-0.34, -0.01, 0.40], [-0.18, -0.24, -0.63], [1.48, -1.31, 0.23], [-0.31, -0.61, 0.38]],
  "charge": 2,
  "lumo_ev": -7.91,
  "e_homo_ev": -19.3749,
  "gap_ev": 11.465,
  "de_lowest_kcal_mol": 0.0
}

Repeat the second record exactly.
{
  "formula": "C6H14P2",
  "method": "ωB97M-V/def2-TZVPD",
  "elements": ["C", "C", "C", "C", "C", "C", "P", "P", "H", "H", "H", "H", "H", "H", "H", "H", "H", "H", "H", "H", "H", "H"],
  "coordinates": [[-0.047068, 0.777861, 0.748735], [-0.078020, 0.732765, -0.847383], [2.909037, 1.303506, -0.128542], [1.735997, -1.648308, -0.036465], [-2.806305, 1.120784, 0.102069], [-1.958891, -1.778820, 0.042942], [1.484750, 0.197403, 0.032455], [-1.446663, -0.047645, -0.017538], [-0.220085, 2.005376, 1.638675], [-0.142011, 1.468233, -1.620404], [3.743659, 0.774392, -0.647573], [3.361814, 1.644618, 0.845090], [2.809459, 2.323065, -0.638798], [0.921033, -2.023972, -0.671418], [1.809068, -2.244744, 0.956336], [2.613270, -1.728335, -0.579730], [-3.553109, 0.701684, 0.746457], [-3.088980, 1.277985, -0.954062], [-2.349543, 2.061311, 0.407684], [-2.732620, -1.762926, 0.828196], [-1.199543, -2.400866, 0.379737], [-2.288584, -1.931724, -0.991528]],
  "forces_ev_per_a": [[-0.26, 4.07, 2.83], [0.95, -1.08, 0.70], [1.44, 1.56, 0.17], [-1.53, 0.33, 2.01], [1.25, -0.03, -1.55], [-0.94, 2.20, -0.19], [-1.93, -0.68, -0.56], [1.15, 0.67, 0.72], [0.64, -4.01, -2.83], [0.04, 0.60, -0.18], [-0.80, 0.06, 0.21], [-0.76, -0.86, -0.40], [-0.70, -1.62, 0.27], [0.23, 0.07, 0.31], [-0.12, 1.43, -1.54], [1.98, -0.57, -1.05], [-0.64, 0.16, 0.21], [-0.67, -0.14, 0.51], [-0.34, -0.01, 0.40], [-0.18, -0.24, -0.63], [1.48, -1.31, 0.23], [-0.31, -0.61, 0.38]],
  "charge": 2,
  "lumo_ev": -7.91,
  "e_homo_ev": -19.3749,
  "gap_ev": 11.465,
  "de_lowest_kcal_mol": 0.0
}